Here is C67H53CrN6O8P2S5 as an isolated structure from the OMol25 dataset. Energies are from ωB97M-V/def2-TZVPD.

```
142
Properties=species:S:1:pos:R:3:mulliken_charge:R:1
Cr 0.22 -0.30 0.67 -2.01
O 1.19 -0.67 -2.12 -0.89
S -0.17 -0.50 -1.62 2.75
C -1.00 -1.79 -2.61 -0.34
C -1.76 -1.50 -3.71 0.31
C -2.04 -2.46 -4.71 -1.67
C -1.50 -3.70 -4.59 0.40
C -1.51 -4.90 -5.49 -0.79
C -0.75 -6.00 -4.71 -0.82
C -0.36 -5.36 -3.42 0.05
C 0.28 -5.84 -2.30 -1.20
C 0.45 -4.97 -1.21 -0.05
C 0.06 -3.64 -1.20 -0.65
P 0.19 -2.76 0.42 3.68
C -1.07 -3.70 1.37 0.51
C -1.28 -3.30 2.69 -0.59
C -2.22 -3.94 3.48 -1.10
C -2.99 -4.96 2.95 -0.89
C -2.80 -5.35 1.64 -0.76
C -1.85 -4.73 0.85 -0.28
C 1.76 -3.50 0.97 -0.09
C 2.84 -3.34 0.10 -0.22
C 4.10 -3.77 0.47 -0.54
C 4.30 -4.33 1.73 -0.84
C 3.23 -4.47 2.60 -0.68
C 1.96 -4.05 2.23 -0.49
C -0.55 -3.12 -2.36 -1.59
C -0.78 -4.02 -3.42 0.69
C -0.85 1.15 -2.30 0.15
C -0.59 1.26 -3.76 -1.06
C -1.42 1.94 -4.60 -1.36
C -2.63 2.44 -4.11 0.38
C -3.71 3.25 -4.77 -0.95
C -4.84 3.35 -3.71 -0.91
C -4.33 2.56 -2.54 0.25
C -4.92 2.23 -1.34 -1.14
C -4.19 1.45 -0.44 -0.21
C -2.86 1.06 -0.66 0.29
P -2.13 0.10 0.72 2.99
C -2.66 1.05 2.18 1.20
C -3.04 2.39 2.14 -0.80
C -3.42 3.03 3.31 -0.87
C -3.38 2.36 4.52 -1.10
C -2.95 1.04 4.57 -1.28
C -2.60 0.39 3.40 -0.17
C -3.39 -1.25 0.71 0.59
C -4.42 -1.39 1.62 -0.37
C -5.36 -2.39 1.46 -0.98
C -5.29 -3.25 0.38 -0.94
C -4.25 -3.12 -0.54 -0.41
C -3.31 -2.13 -0.36 0.07
C -2.26 1.37 -1.89 -0.07
C -3.03 2.10 -2.81 0.34
H -2.14 -0.50 -3.84 0.64
H -2.64 -2.18 -5.56 0.54
H -1.02 -4.67 -6.44 0.29
H -2.53 -5.21 -5.72 0.31
H 0.13 -6.35 -5.25 0.32
H -1.39 -6.88 -4.54 0.27
H 0.62 -6.86 -2.24 0.47
H 0.91 -5.39 -0.32 0.71
H -0.70 -2.48 3.09 0.77
H -2.36 -3.63 4.50 0.50
H -3.73 -5.45 3.56 0.41
H -3.41 -6.14 1.21 0.47
H -1.72 -5.07 -0.17 0.26
H 2.68 -2.88 -0.86 0.29
H 4.93 -3.67 -0.21 0.51
H 5.28 -4.66 2.02 0.41
H 3.39 -4.89 3.58 0.50
H 1.14 -4.16 2.93 0.48
H 0.36 0.87 -4.09 0.55
H -1.14 2.07 -5.63 0.43
H -4.07 2.77 -5.68 0.25
H -3.34 4.24 -5.06 0.25
H -5.78 2.94 -4.08 0.29
H -5.03 4.39 -3.43 0.25
H -5.92 2.55 -1.09 0.50
H -4.67 1.16 0.48 0.58
H -3.02 2.94 1.21 0.60
H -3.72 4.06 3.28 0.49
H -3.65 2.87 5.43 0.40
H -2.88 0.52 5.51 0.52
H -2.26 -0.64 3.43 0.55
H -4.51 -0.71 2.46 0.45
H -6.16 -2.50 2.18 0.45
H -6.03 -4.02 0.24 0.41
H -4.18 -3.78 -1.38 0.53
H -2.50 -2.02 -1.07 -0.35
S 0.47 -0.36 3.08 0.39
C 1.56 0.63 3.97 1.09
C 1.59 0.25 5.33 -1.01
N 1.54 -0.10 6.42 -0.61
C 2.37 1.67 3.59 0.39
S 2.29 2.47 2.01 0.03
C 3.27 2.27 4.47 -0.01
N 4.06 2.79 5.12 -0.68
C 4.85 5.85 -0.08 -0.94
C 6.24 5.32 0.18 -0.62
S 6.41 3.64 -0.51 1.26
O 7.80 3.37 -0.75 -0.69
O 5.53 3.51 -1.65 -0.67
C 5.79 2.48 0.75 0.59
C 5.71 1.10 0.10 -2.11
N 4.54 0.37 0.52 0.56
C 3.32 0.44 -0.05 0.01
N 2.44 -0.31 0.61 1.73
C 3.12 -0.88 1.64 -1.40
C 4.43 -0.46 1.61 -0.08
N 5.45 -0.79 2.51 1.20
O 5.19 -1.65 3.34 -0.64
O 6.53 -0.21 2.42 -0.72
C 3.09 1.25 -1.26 -0.56
H 4.79 6.91 0.16 0.42
H 4.11 5.32 0.50 0.09
H 4.62 5.71 -1.14 0.33
H 6.47 5.24 1.24 0.38
H 7.01 5.91 -0.30 0.44
H 4.81 2.83 1.05 -0.58
H 6.47 2.49 1.60 0.75
H 6.60 0.52 0.35 0.41
H 5.67 1.23 -0.99 0.79
H 2.68 -1.53 2.37 0.39
H 3.33 0.65 -2.15 0.28
H 3.70 2.14 -1.27 0.06
H 2.05 1.53 -1.34 -0.46
O 0.06 2.08 -1.68 -0.44
C -0.06 2.39 -0.32 0.82
N 0.11 1.51 0.56 -0.17
S 0.48 3.39 2.60 1.12
O 0.87 4.32 3.61 -0.85
O -0.43 2.37 3.03 -0.10
C -0.13 4.35 1.21 0.80
C -0.30 5.70 1.46 -1.12
C -0.70 6.54 0.43 -0.88
C -0.89 6.02 -0.84 -0.88
C -0.69 4.68 -1.09 -0.60
C -0.30 3.81 -0.06 -0.56
H -0.12 6.06 2.46 0.69
H -0.84 7.59 0.62 0.45
H -1.18 6.67 -1.65 0.50
H -0.82 4.28 -2.09 0.58
```

**Max |F|**: 2.30 eV Å⁻¹
**<S²>**: 0.87
**E**: -7233.3099 Ha
**2S+1**: 2
**HOMO-LUMO gap (alpha / beta)**: 3.852 / 4.457 eV